[1]
C16H30BCaClN8O4P | ωB97M-V/def2-TZVPD

```
62
Properties=species:S:1:pos:R:3:lowdin_charge:R:1
Ca 7.38 8.24 8.92 1.239
C 10.53 10.04 6.22 -0.058
C 9.51 9.07 6.42 -0.180
N 9.10 9.09 7.68 -0.131
N 9.79 10.11 8.34 -0.021
C 10.67 10.66 7.46 -0.075
B 9.57 10.28 9.98 -0.385
N 8.15 10.98 10.41 -0.049
C 7.79 12.21 10.82 -0.085
C 6.42 12.19 11.12 -0.062
C 6.01 10.86 10.87 -0.150
N 7.06 10.15 10.48 -0.071
N 9.96 8.96 10.78 -0.045
C 10.86 8.69 11.77 -0.068
C 10.72 7.35 12.14 -0.055
C 9.66 6.85 11.35 -0.135
N 9.23 7.82 10.54 -0.074
H 11.07 10.19 5.30 0.098
H 9.12 8.38 5.67 0.080
H 11.36 11.46 7.73 0.128
H 10.38 11.11 10.27 0.100
H 8.49 13.01 10.90 0.112
H 5.79 12.99 11.48 0.091
H 5.04 10.41 10.99 0.109
H 11.56 9.43 12.15 0.124
H 11.27 6.79 12.88 0.095
H 9.21 5.86 11.37 0.118
O 5.38 7.41 11.09 -0.346
Cl 5.07 6.63 9.84 0.740
O 3.89 5.78 9.95 -0.288
O 6.33 5.86 9.46 -0.461
O 4.89 7.62 8.72 -0.497
C 5.47 5.19 6.57 -0.277
P 6.84 6.37 6.33 0.759
C 8.31 5.35 6.73 -0.274
C 6.91 6.59 4.48 -0.284
H 5.37 4.61 5.63 0.054
H 4.58 5.80 6.74 0.029
H 5.66 4.59 7.45 0.038
H 8.36 4.54 5.99 0.051
H 8.23 4.96 7.74 0.041
H 9.19 5.98 6.66 0.021
H 7.09 5.63 3.99 0.042
H 7.73 7.26 4.22 0.012
H 5.99 7.05 4.12 0.029
N 5.00 11.98 5.10 0.054
C 4.62 10.54 5.21 -0.106
C 4.77 10.05 6.63 -0.193
N 6.10 10.32 7.21 -0.053
C 6.42 11.76 7.13 -0.176
C 6.33 12.34 5.71 -0.093
H 4.26 12.56 5.51 0.190
H 5.01 12.25 4.10 0.195
H 5.28 9.97 4.53 0.138
H 3.61 10.39 4.86 0.138
H 4.58 8.98 6.66 0.110
H 4.00 10.56 7.24 0.140
H 6.78 9.81 6.62 0.081
H 7.43 11.94 7.48 0.122
H 5.76 12.31 7.81 0.129
H 7.13 11.97 5.04 0.142
H 6.43 13.43 5.75 0.141
```

Output
E_HOMO: -11.1 eV
relative energy (zero: lowest compared OMol25 entry of this formula, charge and spin): 0.0 kJ/mol
total energy: -2870.38236 Ha
net charge: +1
E_LUMO: -0.1249 Eh

[2]
C16H30FN4O3S | ωB97M-V/def2-TZVPD

```
55
Properties=species:S:1:pos:R:3:lowdin_charge:R:1
O 3.82 -1.12 -2.87 -0.174
S 2.92 -0.36 -2.08 0.678
O 3.07 -0.44 -0.68 -0.174
F 2.99 1.10 -2.54 -0.053
N 1.33 -0.97 -2.55 -0.096
C 0.57 -1.66 -1.44 -0.072
C -0.95 -1.60 -1.66 -0.177
O -1.47 -0.29 -1.84 -0.203
C -0.48 0.65 -2.16 -0.203
C 0.42 0.05 -3.23 -0.070
H 1.53 -1.68 -3.27 0.179
H 0.77 -1.24 -0.45 0.128
H 0.85 -2.71 -1.46 0.153
H -1.38 -1.98 -0.73 0.143
H -1.27 -2.28 -2.46 0.134
H 0.09 0.98 -1.29 0.099
H -0.97 1.52 -2.63 0.153
H 0.98 0.79 -3.80 0.137
H -0.18 -0.49 -3.97 0.154
C 5.24 -0.30 1.94 -0.113
C 5.66 1.17 1.98 -0.264
C 7.13 1.35 2.39 -0.189
C 7.37 0.80 3.73 -0.237
N 7.55 0.36 4.78 0.152
H 5.32 -0.77 2.92 0.076
H 4.20 -0.38 1.62 0.045
H 5.86 -0.86 1.24 0.081
H 5.02 1.70 2.68 0.112
H 5.51 1.62 1.00 0.101
H 7.40 2.40 2.40 0.118
H 7.79 0.84 1.68 0.121
C -3.18 1.98 3.15 -0.104
C -1.77 1.59 3.57 -0.251
C -0.72 1.95 2.50 -0.168
C -1.00 1.24 1.25 -0.129
N -1.22 0.68 0.27 0.200
H -3.50 1.44 2.26 0.042
H -3.89 1.74 3.95 0.079
H -3.25 3.05 2.95 0.079
H -1.74 0.52 3.77 0.114
H -1.51 2.10 4.50 0.111
H 0.28 1.66 2.84 0.120
H -0.72 3.02 2.31 0.126
C -6.16 -2.65 -1.91 -0.106
C -5.86 -1.23 -2.40 -0.253
C -4.51 -0.70 -1.89 -0.194
C -4.49 -0.65 -0.42 -0.229
N -4.47 -0.62 0.73 0.163
H -6.24 -2.69 -0.83 0.073
H -7.11 -2.99 -2.32 0.076
H -5.38 -3.35 -2.23 0.075
H -6.66 -0.56 -2.08 0.115
H -5.85 -1.22 -3.49 0.109
H -4.33 0.30 -2.27 0.119
H -3.70 -1.35 -2.22 0.093
```

Output
E_HOMO: -13.2 eV
total energy: -1570.08167 Ha
net charge: +1
E_LUMO: -0.1411 Eh

[3]
C16H30FNO11S | ωB97M-V/def2-TZVPD

```
60
Properties=species:S:1:pos:R:3:lowdin_charge:R:1
N 3.86 0.65 -0.22 0.329
H 3.26 -0.07 -0.39 0.023
H 3.72 1.34 -1.01 0.172
H 4.71 0.31 -0.41 0.081
H 3.53 1.19 0.67 0.199
F 1.29 0.05 0.99 -0.613
C 2.18 1.36 3.89 0.001
C 1.33 2.57 3.30 -0.315
C -0.09 2.25 2.85 -0.094
O -0.92 3.14 3.63 0.081
C -0.21 3.79 4.52 -0.565
O -0.71 4.27 5.49 0.153
O 1.13 3.54 4.33 0.062
H 1.49 0.90 4.54 0.063
H 2.90 1.94 4.48 0.090
H 2.51 0.72 3.11 0.031
H 1.91 3.00 2.56 0.109
H -0.44 0.97 2.94 0.204
H -0.18 2.31 1.79 0.069
C 0.59 3.19 -1.57 0.001
C -0.73 2.56 -2.05 -0.360
C -1.42 1.53 -1.21 -0.127
O -2.62 2.08 -0.85 0.173
C -2.74 3.14 -1.50 -0.549
O -3.72 3.93 -1.46 0.085
O -1.67 3.55 -2.28 0.111
H 0.39 3.54 -0.56 0.080
H 0.90 3.94 -2.26 0.072
H 1.42 2.39 -1.50 0.088
H -0.48 1.98 -3.01 0.163
H -0.86 1.39 -0.38 0.082
H -1.36 0.60 -1.73 0.127
C -3.77 -0.84 0.98 -0.008
C -2.53 -1.66 0.55 -0.242
C -1.70 -2.19 1.75 -0.094
O -1.86 -3.58 1.71 0.064
C -2.65 -3.99 0.66 -0.673
O -2.78 -5.02 0.25 0.242
O -3.07 -2.92 0.08 0.090
H -3.29 -0.03 1.55 0.089
H -4.48 -1.31 1.62 0.078
H -4.26 -0.51 0.03 0.098
H -2.00 -1.07 -0.18 0.117
H -1.83 -1.74 2.61 0.081
H -0.67 -2.01 1.36 0.124
C 0.00 -3.26 -2.08 -0.168
C 0.75 -3.88 -3.30 -0.144
C 1.57 -2.70 -3.87 -0.246
S 1.92 -1.61 -2.59 0.618
O 1.32 -0.32 -2.87 -0.327
O 3.29 -1.75 -2.19 -0.335
C 0.97 -2.33 -1.31 -0.228
H -0.52 -4.00 -1.68 0.066
H -0.66 -2.60 -2.49 0.086
H 0.22 -4.27 -3.97 0.031
H 1.40 -4.69 -2.91 0.138
H 1.06 -2.19 -4.71 0.114
H 2.60 -3.02 -4.42 0.164
H 0.38 -1.57 -0.77 0.068
H 1.64 -2.92 -0.50 0.172
```

Output
E_HOMO: -9.8 eV
relative energy (zero: lowest compared OMol25 entry of this formula, charge and spin): 13.0 kJ/mol
total energy: -2007.89235 Ha
E_LUMO: -0.0324 Eh

[4]
C16H30GaNO14P | ωB97M-V/def2-TZVPD

```
63
Properties=species:S:1:pos:R:3:lowdin_charge:R:1
N -1.93 -1.36 -3.67 -0.319
P -0.45 -0.96 -4.21 0.437
O 0.32 0.08 -3.04 -0.342
O -0.51 -0.09 -5.73 -0.364
Ga 0.67 -2.98 -4.62 0.124
H -2.09 -0.93 -2.71 -0.042
H 0.11 1.06 -3.25 0.045
H -1.37 -0.40 -6.15 0.050
H 1.10 -3.70 -3.26 -0.133
H -0.34 -3.93 -5.47 -0.164
H 1.93 -2.74 -5.62 -0.173
C 1.20 5.29 -0.99 -0.015
C 0.36 4.68 -2.10 -0.338
C -0.97 5.35 -2.28 -0.127
O -1.77 4.30 -2.80 0.076
C -1.24 3.14 -2.33 -0.507
O -1.79 2.05 -2.40 0.128
O -0.01 3.35 -1.77 0.080
H 1.36 6.36 -1.16 0.090
H 0.73 5.15 -0.01 0.072
H 2.18 4.80 -0.95 0.086
H 0.93 4.65 -3.04 0.159
H -0.91 6.18 -2.99 0.140
H -1.41 5.70 -1.35 0.101
C -3.10 1.62 3.06 -0.014
C -2.23 2.24 1.99 -0.328
C -0.95 2.83 2.52 -0.109
O -0.67 3.85 1.59 0.065
C -1.87 4.24 1.07 -0.473
O -2.04 5.24 0.39 0.114
O -2.87 3.37 1.41 0.103
H -2.56 0.86 3.62 0.088
H -3.47 2.38 3.76 0.091
H -3.98 1.16 2.61 0.088
H -2.03 1.52 1.19 0.169
H -0.14 2.10 2.55 0.147
H -1.06 3.28 3.52 0.106
C 2.30 -9.11 -4.61 -0.029
C 2.09 -8.42 -3.28 -0.362
C 0.65 -8.09 -3.01 -0.124
O 0.75 -6.95 -2.17 0.061
C 1.92 -6.34 -2.49 -0.522
O 2.24 -5.22 -2.12 0.078
O 2.70 -7.14 -3.28 0.080
H 1.71 -10.03 -4.69 0.085
H 2.05 -8.45 -5.45 0.096
H 3.36 -9.38 -4.73 0.082
H 2.53 -9.01 -2.47 0.155
H 0.13 -8.91 -2.50 0.137
H 0.08 -7.81 -3.91 0.146
C 1.26 1.17 8.07 -0.022
C 0.45 1.46 6.82 -0.349
C 1.25 2.12 5.74 -0.103
O 0.27 2.86 5.04 0.019
C -0.72 3.14 5.93 -0.500
O -1.63 3.93 5.74 0.139
O -0.56 2.42 7.09 0.091
H 2.14 0.56 7.85 0.092
H 1.58 2.09 8.56 0.094
H 0.64 0.63 8.80 0.087
H -0.03 0.54 6.46 0.163
H 1.74 1.40 5.08 0.149
H 2.01 2.82 6.12 0.146
```

Output
E_HOMO: -3.6 eV
relative energy (zero: lowest compared OMol25 entry of this formula, charge and spin): 90.5 kJ/mol
total energy: -4001.98502 Ha
net charge: -1
E_LUMO: 0.0615 Eh

[5]
C16H30N3O2 | ωB97M-V/def2-TZVPD

```
51
Properties=species:S:1:pos:R:3:lowdin_charge:R:1
C 1.32 3.13 0.01 -0.098
N 1.67 1.72 -0.07 -0.243
C 2.09 1.21 1.23 -0.162
C 2.81 -0.13 1.08 -0.147
N 2.37 -0.77 -0.15 -0.203
C 2.71 -2.19 -0.22 -0.159
C 1.70 -2.96 0.64 -0.040
C 0.41 -2.20 0.48 -0.467
O -0.08 -1.52 1.37 0.098
O -0.10 -2.34 -0.72 0.052
C -1.22 -1.56 -1.17 -0.194
C -0.80 -0.07 -1.22 -0.040
C -1.66 0.88 -0.39 -0.232
C -3.00 1.23 -1.04 -0.090
C -3.98 0.17 -0.51 -0.094
C -3.12 -0.71 0.40 -0.231
C -2.48 -1.90 -0.34 -0.036
N -2.03 0.18 0.86 -0.093
C -2.39 1.06 1.97 0.036
C 2.89 -0.02 -1.29 -0.154
C 2.72 1.49 -1.05 -0.166
H 0.58 3.27 0.79 0.078
H 2.19 3.76 0.25 0.095
H 0.91 3.45 -0.94 0.089
H 1.19 1.09 1.85 0.108
H 2.76 1.92 1.75 0.126
H 3.90 0.01 1.08 0.132
H 2.56 -0.77 1.93 0.120
H 2.59 -2.49 -1.26 0.129
H 3.74 -2.40 0.09 0.135
H 1.59 -3.98 0.28 0.133
H 1.98 -2.98 1.69 0.125
H -1.36 -1.93 -2.18 0.159
H -0.81 0.27 -2.26 0.134
H 0.23 0.01 -0.87 0.095
H -1.06 1.77 -0.16 0.136
H -2.93 1.21 -2.12 0.123
H -3.32 2.24 -0.76 0.119
H -4.42 -0.41 -1.31 0.123
H -4.79 0.63 0.05 0.119
H -3.69 -1.09 1.25 0.163
H -3.23 -2.35 -0.98 0.131
H -2.20 -2.66 0.39 0.132
H -1.21 -0.45 1.15 0.125
H -2.65 0.46 2.84 0.116
H -3.23 1.69 1.71 0.111
H -1.53 1.68 2.23 0.105
H 3.95 -0.24 -1.46 0.129
H 2.33 -0.34 -2.17 0.121
H 2.43 1.98 -1.98 0.124
H 3.67 1.93 -0.72 0.128
```

Output
E_HOMO: -11.3 eV
relative energy (zero: lowest compared OMol25 entry of this formula, charge and spin): 25.8 kJ/mol
total energy: -942.20744 Ha
net charge: +1
E_LUMO: -0.0759 Eh

[6]
C16H30NO5SbSi3Tc | ωB97M-V/def2-TZVPD

```
57
Properties=species:S:1:pos:R:3:lowdin_charge:R:1
Tc 0.13 -0.82 -0.20 1.327
O -3.34 1.66 3.98 0.171
C -2.57 1.02 3.12 -0.236
C -1.26 0.62 3.42 0.119
C -0.54 -0.01 2.45 -0.155
N -1.07 -0.27 1.24 -0.048
C -2.33 0.11 0.93 -0.147
C -3.12 0.75 1.85 0.131
C -2.67 -0.23 -0.51 -0.545
O -3.78 -0.17 -0.94 0.170
O -1.59 -0.60 -1.18 -0.263
C 0.91 -0.48 2.54 -0.548
O 1.49 -0.54 3.58 0.168
O 1.38 -0.82 1.35 -0.258
H -2.90 1.87 4.81 0.154
H -0.79 0.82 4.38 0.155
H -4.12 1.05 1.61 0.161
C -1.91 -6.23 1.57 -0.191
Si -1.96 -4.38 1.77 0.448
C -3.56 -3.55 1.24 -0.194
C -1.15 -3.73 3.34 -0.201
Sb -0.19 -3.37 -0.07 0.977
Si -1.37 -3.65 -2.73 0.552
C -3.00 -2.81 -3.04 -0.170
C 0.13 -2.96 -3.63 -0.220
C -1.44 -5.51 -2.55 -0.221
Si 2.52 -3.95 0.71 0.531
C 3.29 -3.21 -0.83 -0.220
C 2.22 -5.80 0.67 -0.222
C 3.10 -3.27 2.34 -0.172
H -2.58 -6.68 2.31 0.055
H -0.91 -6.64 1.73 0.030
H -2.25 -6.55 0.58 0.030
H -4.32 -3.68 2.02 0.053
H -3.95 -4.00 0.33 0.038
H -3.44 -2.48 1.07 0.007
H -1.85 -3.80 4.18 0.051
H -0.85 -2.69 3.24 0.003
H -0.27 -4.32 3.59 0.039
H -2.93 -1.73 -2.96 0.021
H -3.78 -3.14 -2.36 0.043
H -3.32 -3.05 -4.06 0.061
H 0.39 -1.97 -3.26 0.011
H -0.09 -2.86 -4.69 0.051
H 0.99 -3.62 -3.52 0.032
H -2.33 -5.82 -1.99 0.033
H -0.56 -5.92 -2.06 0.018
H -1.51 -5.97 -3.54 0.053
H 3.05 -3.78 -1.73 0.032
H 4.38 -3.19 -0.74 0.050
H 2.97 -2.17 -0.98 0.009
H 1.60 -6.11 -0.17 0.018
H 1.75 -6.14 1.59 0.033
H 3.18 -6.33 0.58 0.052
H 3.11 -2.19 2.35 0.018
H 4.13 -3.62 2.51 0.061
H 2.49 -3.61 3.18 0.043
```

Output
E_HOMO (spin up / spin down): -14.7 / -14.9 eV
spin multiplicity: 4
total energy: -2247.68175 Ha
net charge: +2
E_LUMO (spin up / spin down): -0.2943 / -0.3064 Eh

[7]
C16H30O4Si | ωB97M-V/def2-TZVPD

```
51
Properties=species:S:1:pos:R:3:lowdin_charge:R:1
C 1.93 -1.47 2.92 0.017
C 2.66 -1.58 1.78 -0.154
C 2.17 -2.25 0.51 -0.085
C 1.39 -1.40 -0.52 -0.320
C 1.66 0.11 -0.42 -0.264
C 0.84 0.95 -1.41 -0.031
C 3.16 0.37 -0.75 -0.151
C 3.89 1.28 0.25 -0.231
C 3.18 2.58 0.63 -0.093
O 1.71 -1.73 -1.91 0.090
C 0.57 -1.94 -2.62 -0.552
O 0.53 -2.35 -3.73 0.184
O -0.52 -1.61 -1.86 0.077
C -0.05 -1.91 -0.54 -0.237
C -1.02 -1.73 0.62 -0.061
C -1.47 -0.31 0.96 -0.230
O -2.90 -0.28 1.10 -0.216
Si -3.71 0.73 0.05 0.410
C -3.07 2.49 0.26 -0.149
C -3.59 0.16 -1.72 -0.147
C -5.50 0.70 0.59 -0.163
H 1.02 -0.87 2.93 0.049
H 2.23 -1.94 3.85 0.058
H 3.68 -1.20 1.80 0.089
H 1.55 -3.09 0.83 0.113
H 3.02 -2.69 0.00 0.133
H 1.47 0.48 0.59 0.130
H 1.08 2.00 -1.25 0.083
H 1.14 0.71 -2.43 0.096
H -0.24 0.82 -1.34 0.053
H 3.22 0.83 -1.74 0.117
H 3.71 -0.57 -0.80 0.113
H 4.83 1.56 -0.23 0.105
H 4.17 0.70 1.13 0.080
H 3.43 2.84 1.66 0.071
H 2.09 2.52 0.60 0.053
H 3.53 3.41 0.02 0.073
H 0.07 -3.01 -0.58 0.160
H -0.58 -2.23 1.48 0.117
H -1.92 -2.29 0.36 0.134
H -1.15 0.42 0.22 0.078
H -1.06 -0.02 1.93 0.116
H -3.90 3.19 0.30 0.028
H -2.51 2.55 1.20 0.034
H -2.40 2.78 -0.55 0.027
H -4.49 0.49 -2.25 0.035
H -2.73 0.60 -2.23 0.026
H -3.53 -0.92 -1.82 0.037
H -6.01 -0.20 0.26 0.032
H -5.57 0.74 1.68 0.033
H -6.03 1.57 0.19 0.031
```

Output
E_HOMO: -8.6 eV
total energy: -1218.07561 Ha
E_LUMO: -0.0031 Eh

[8]
C16H30O8P2Re | ωB97M-V/def2-TZVPD

```
57
Properties=species:S:1:pos:R:3:lowdin_charge:R:1
Re -0.55 -0.87 0.07 1.817
C 2.96 2.31 -1.36 0.004
C 2.13 1.47 -0.46 -0.137
C 1.08 2.02 0.28 -0.145
C 0.65 3.42 0.02 0.001
C 0.45 1.25 1.32 -0.199
C -0.42 1.94 2.32 -0.011
C 0.97 -0.06 1.66 -0.339
C 0.80 -0.59 3.05 -0.018
C 1.97 -0.64 0.80 -0.232
C 2.67 -1.88 1.27 0.003
C 2.48 0.10 -0.30 -0.133
C 3.49 -0.51 -1.20 -0.006
H 2.65 2.19 -2.40 0.115
H 4.01 2.01 -1.31 0.109
H 2.90 3.36 -1.11 0.096
H 1.15 4.09 0.71 0.131
H -0.42 3.56 0.17 0.085
H 0.88 3.73 -0.99 0.095
H -1.24 1.31 2.66 0.094
H -0.85 2.87 1.95 0.077
H 0.19 2.19 3.19 0.128
H 1.61 -0.21 3.67 0.128
H 0.85 -1.68 3.08 0.085
H -0.13 -0.29 3.50 0.082
H 3.16 -1.67 2.22 0.123
H 3.42 -2.23 0.56 0.090
H 1.96 -2.69 1.44 0.089
H 4.49 -0.42 -0.76 0.131
H 3.53 -0.01 -2.16 0.095
H 3.31 -1.57 -1.36 0.104
O -1.80 -2.02 2.20 -0.141
P -1.15 -3.34 1.53 0.260
O -0.71 -4.33 2.48 -0.156
O -0.07 -2.67 0.63 -0.365
O -2.27 -3.80 0.49 -0.173
P -2.77 -2.88 -0.74 0.268
O -4.31 -2.78 -0.52 -0.020
O -2.25 -3.31 -2.03 -0.191
O -2.29 -1.44 -0.42 -0.389
H -2.18 -2.21 3.06 0.121
H -4.84 -3.47 -0.92 0.122
C -0.49 -0.74 -3.07 -0.046
C -0.58 0.71 -2.62 -0.199
O -1.16 0.86 -1.29 -0.315
C -2.56 1.22 -1.33 -0.212
C -3.10 1.45 0.06 -0.041
H -0.16 -0.78 -4.11 0.112
H -1.45 -1.24 -3.01 0.068
H 0.24 -1.29 -2.47 0.066
H -1.17 1.30 -3.32 0.141
H 0.42 1.16 -2.55 0.110
H -3.12 0.42 -1.83 0.134
H -2.64 2.14 -1.93 0.145
H -2.94 0.57 0.68 0.057
H -4.17 1.63 -0.01 0.109
H -2.65 2.33 0.53 0.073
```

Output
E_HOMO (spin up / spin down): -16.5 / -16.2 eV
spin multiplicity: 2
relative energy (zero: lowest compared OMol25 entry of this formula, charge and spin): 273.6 kJ/mol
total energy: -1990.14182 Ha
net charge: +2
E_LUMO (spin up / spin down): -0.3739 / -0.3572 Eh